# C5H6O

A single C5H6O molecule (ωB97M-V with the def2-TZVPD basis set, OMol25).

Geometry as XYZ:
```
12
Properties=species:S:1:pos:R:3:forces:R:3:nbo_charge:R:1
C 1.379831 -0.132693 -0.885065 0.57 -0.50 0.00 -0.36
C 0.365213 -0.991855 -0.830501 0.21 0.03 -0.15 -0.24
C -0.582210 -1.054536 0.261232 -0.04 0.03 0.10 -0.16
C -0.972395 0.037687 0.921035 0.00 -0.37 -0.04 -0.28
C -0.554643 1.405164 0.613960 -0.63 0.63 0.37 0.36
O -0.618937 2.251024 1.476615 0.23 0.37 0.12 -0.53
H 1.801889 0.381323 -0.031216 -0.48 0.29 0.08 0.21
H 1.961274 -0.066319 -1.783912 0.29 -0.04 -0.30 0.20
H 0.234097 -1.686445 -1.653415 -0.22 0.15 -0.13 0.21
H -1.003737 -2.014367 0.517506 -0.09 -0.16 0.06 0.21
H -1.659128 -0.016324 1.756053 0.02 -0.09 0.05 0.23
H -0.308863 1.712276 -0.411832 0.13 -0.33 -0.15 0.13
```
Positions in Å, forces in eV/Å.

Calculated total energy (eV): -7327.9028
SMILES string: C=C/C=C\C=O
Maximum force (eV Å⁻¹): 0.96
Gap between HOMO and LUMO (eV): 9.54
Relative energy (zero: lowest compared OMol25 entry of this formula, charge and spin) (kcal/mol): 31.86
HOMO energy (eV): -9.40
Total charge: 0

---

# C13H46N3O7

8 unconnected molecules or ions with the total composition C13H46N3O7 (ωB97M-V with the def2-TZVPD basis set, OMol25).

Geometry as XYZ:
```
69
Properties=species:S:1:pos:R:3:forces:R:3:nbo_charge:R:1
N 0.790391 -0.022449 0.404609 0.02 -4.50 -1.87 -0.88
H 0.970391 0.792551 -0.072391 0.09 3.35 -0.61 0.45
H 1.467391 -0.177449 1.176609 -0.46 -0.12 -0.84 0.46
H 0.852391 -0.643449 -0.497391 1.10 0.36 2.15 0.46
H -0.162609 -0.324449 0.569609 -0.90 0.87 1.09 0.47
C -3.023609 0.807551 -2.740391 7.24 -9.25 -8.43 -0.55
C -1.835609 1.638551 -2.859391 -0.60 1.79 2.08 -0.10
C -0.685609 1.068551 -3.533391 -0.97 -4.02 -2.42 -0.03
O -0.107609 0.029551 -2.724391 -0.40 -0.09 1.81 -0.58
C 1.081391 -0.462449 -3.287391 -0.77 -0.39 -0.77 -0.27
N -2.177609 2.956551 -3.363391 -2.74 1.51 -1.82 -0.83
H -3.612609 1.097551 -2.155391 -9.37 5.37 8.01 0.17
H -2.916609 -0.299449 -2.225391 0.68 2.40 -1.60 0.20
H -3.375609 0.596551 -3.797391 -0.29 0.28 1.34 0.21
H -1.530609 1.863551 -1.870391 0.82 -0.15 1.46 0.17
H 0.090391 1.711551 -3.639391 1.93 2.58 -0.98 0.19
H -1.046609 0.609551 -4.587391 1.04 0.96 2.00 0.16
H 1.895391 0.203551 -3.347391 0.62 1.76 -0.34 0.18
H 0.716391 -0.757449 -4.239391 0.78 -0.69 -1.43 0.19
H 1.590391 -1.284449 -2.813391 -0.85 -0.85 0.87 0.18
H -2.337609 3.664551 -2.682391 1.84 0.60 1.74 0.36
H -3.216609 3.116551 -3.533391 1.17 -1.77 -1.28 0.36
C -1.016609 -2.264449 3.292609 0.12 3.21 4.19 -0.61
C -2.269609 -1.587449 2.777609 2.77 0.64 -0.81 -0.10
C -2.730609 -2.254449 1.419609 -1.43 0.02 2.15 -0.09
O -1.716609 -1.975449 0.445609 -1.25 0.13 2.05 -0.57
C -2.121609 -2.444449 -0.778391 1.51 -0.98 -1.51 -0.25
N -3.280609 -1.628449 3.805609 -0.01 3.11 -1.70 -0.80
H -0.086609 -2.127449 2.873609 1.59 -0.22 -2.16 0.21
H -1.361609 -3.165449 3.458609 -0.45 -5.59 0.41 0.19
H -0.666609 -1.989449 4.407609 -1.48 0.18 -2.00 0.21
H -1.730609 -0.607449 2.608609 -2.22 0.01 -0.40 0.20
H -3.751609 -1.704449 1.261609 1.68 -0.95 -0.71 0.17
H -3.073609 -3.470449 1.588609 1.46 3.17 -0.67 0.18
H -1.979609 -3.508449 -0.837391 -0.50 -0.97 0.25 0.17
H -1.383609 -2.133449 -1.509391 -0.21 0.75 -0.39 0.20
H -3.124609 -2.188449 -1.030391 -0.76 0.37 -0.32 0.18
H -3.398609 -2.564449 4.020609 -0.82 -2.20 0.76 0.35
H -4.125609 -1.230449 3.362609 0.24 -0.60 0.86 0.36
C -2.260609 2.574551 0.901609 7.52 6.75 5.14 -0.21
O -1.437609 1.748551 1.682609 1.98 -2.00 0.74 -0.77
H -2.590609 3.160551 1.797609 -0.53 1.31 -1.76 0.18
H -3.049609 2.174551 0.656609 -7.70 -4.69 -3.58 0.16
H -1.688609 3.217551 0.144609 -0.95 -1.09 0.95 0.16
H -1.363609 2.053551 2.619609 -0.21 -0.28 -1.56 0.49
C 1.339391 -4.363449 0.319609 -3.03 -5.70 2.94 -0.22
O 1.675391 -3.106449 0.360609 -0.22 5.89 0.25 -0.74
H 0.159391 -4.739449 0.085609 2.96 1.81 1.36 0.18
H 1.861391 -4.911449 1.207609 -1.79 0.38 -0.85 0.15
H 1.794391 -4.805449 -0.446391 1.82 -2.12 -3.59 0.16
H 2.587391 -2.990449 0.105609 0.27 -0.08 -0.14 0.48
C 3.368391 -0.524449 3.149609 -3.86 4.52 3.20 -0.24
O 3.132391 0.794551 2.568609 -6.97 -5.85 -1.07 -0.74
H 4.218391 -0.525449 3.641609 4.25 0.32 2.71 0.18
H 3.521391 -1.103449 2.430609 0.98 -5.17 -6.40 0.15
H 2.655391 -1.028449 3.826609 -0.54 1.23 -0.33 0.18
H 3.784391 1.321551 2.738609 6.01 4.77 1.81 0.47
C 4.244391 0.552551 -0.917391 -4.69 -1.60 4.54 -0.26
O 2.967391 1.271551 -0.970391 2.31 1.29 -0.03 -0.79
H 5.025391 0.975551 -1.318391 4.14 3.82 -1.54 0.18
H 4.235391 -0.235449 -1.595391 -0.88 -2.48 -0.40 0.18
H 4.361391 0.364551 0.220609 0.47 -0.48 -2.10 0.17
H 3.349391 2.157551 -0.702391 -1.59 -0.52 -0.46 0.51
C 1.733391 4.334551 -0.189391 1.28 0.78 -2.34 -0.24
O 3.093391 4.067551 -0.378391 1.59 0.23 0.57 -0.74
H 1.562391 4.969551 -1.011391 -1.35 1.39 -0.74 0.17
H 1.501391 4.780551 0.699609 -0.62 0.98 2.51 0.17
H 1.179391 3.512551 -0.423391 -1.52 -2.63 -0.04 0.17
H 3.432391 4.961551 -0.553391 0.64 -0.84 0.06 0.48
```
Positions in Å, forces in eV/Å.

Calculated total energy (eV): -33010.8669
Maximum force (eV Å⁻¹): 14.46
Gap between HOMO and LUMO (eV): 9.84
Relative energy (zero: lowest compared OMol25 entry of this formula, charge and spin) (kcal/mol): 73.57
HOMO energy (eV): -11.88
Total charge: +1

---

# C42H38N7O4PtS2Sb

A molecular structure, C42H38N7O4PtS2Sb (ωB97M-V with the def2-TZVPD basis set, OMol25).

Geometry as XYZ:
```
95
Properties=species:S:1:pos:R:3:forces:R:3:lowdin_spin:R:1
Pt 9.561101 -14.378415 13.608338 -0.55 0.69 2.26 1.23
S 10.275107 -14.711124 15.818689 0.32 -0.96 0.98 0.43
C 11.278603 -16.117267 15.601941 -1.49 1.52 -0.52 0.08
C 12.301385 -16.306265 16.493426 1.44 -0.86 0.78 0.03
C 13.233202 -17.315677 16.272535 -1.06 1.46 -0.95 0.02
C 14.174032 -17.508123 17.295043 2.80 -1.85 2.44 0.00
N 14.911551 -17.831697 18.150102 -1.73 1.08 -1.99 0.00
C 13.199973 -18.027770 15.030757 -1.33 -0.94 0.67 0.03
C 12.100962 -17.940535 14.188085 0.05 0.64 0.30 0.02
C 11.115737 -16.968332 14.497085 -0.28 -0.37 -1.89 0.09
S 9.849108 -16.761326 13.326004 0.50 -1.20 0.72 0.41
C 14.024129 -19.158308 14.818670 3.18 -3.28 -0.97 0.00
N 14.698806 -20.100312 14.583522 -2.16 2.93 0.80 0.01
H 12.413462 -15.661154 17.365555 -0.15 -0.24 -0.21 0.00
H 11.987454 -18.557229 13.271717 0.26 0.49 0.90 0.00
O 10.899483 -15.590400 6.950208 -2.98 -1.03 -0.10 0.11
C 9.766794 -15.630877 7.487257 3.84 1.97 -0.46 0.05
O 8.651283 -15.906133 6.910245 0.09 -0.55 -0.64 0.80
C 9.689749 -15.098993 8.857704 -0.75 0.30 1.55 0.02
C 8.472266 -14.892292 9.478175 -0.49 -0.57 0.13 0.01
C 8.441134 -14.712924 10.869928 0.16 0.23 -0.37 0.00
N 9.558303 -14.554784 11.572114 0.66 0.37 -3.51 0.08
C 10.804505 -14.583847 10.903517 -1.90 0.06 2.96 0.01
C 10.864421 -14.866722 9.596038 1.14 -0.89 -2.10 0.01
C 12.003439 -14.448208 11.840972 1.62 1.30 2.46 0.01
O 13.185798 -14.458589 11.444115 -3.25 -0.47 0.58 0.01
O 11.625784 -14.174856 13.155492 2.40 -1.61 -4.56 0.17
H 7.534411 -14.979779 8.916732 0.38 -0.09 0.32 0.00
H 7.479615 -14.750221 11.423116 0.93 0.15 -0.55 0.00
H 11.860972 -15.006011 9.127761 -0.81 0.16 0.33 0.00
C 6.774406 -15.592348 14.074590 -0.63 -0.04 -0.54 0.00
N 7.405420 -14.236713 14.261457 -2.11 0.87 0.11 0.07
C 6.642667 -13.177295 13.477220 -0.26 0.31 0.02 0.00
N 5.170657 -13.161658 13.707391 0.45 -1.75 0.58 0.00
C 4.690460 -14.583616 13.415916 -0.33 0.43 1.37 0.00
N 5.299828 -15.637494 14.305508 0.89 1.84 -0.17 0.00
C 5.060521 -15.197326 15.701445 0.35 0.19 -0.09 0.00
N 5.686257 -13.865936 16.010134 -0.36 -0.74 -0.87 0.01
C 7.129677 -13.877590 15.691249 -0.30 0.17 0.93 0.01
C 4.955263 -12.891696 15.150645 0.12 -1.01 0.33 0.00
H 7.282511 -16.235079 14.799699 -0.11 -0.16 -0.32 0.00
H 6.961276 -15.943015 13.032123 -0.01 0.19 0.86 0.00
H 6.784213 -13.346835 12.408821 0.10 0.07 0.17 0.00
H 7.078598 -12.177647 13.731124 -0.36 -0.88 -0.14 0.00
H 4.923691 -14.816373 12.396158 0.23 -0.11 -0.63 0.00
H 3.585773 -14.645153 13.531415 0.72 0.25 0.04 0.00
H 5.355670 -15.993212 16.394446 0.47 0.31 -0.10 0.00
H 3.987670 -15.097666 15.829319 -0.19 0.14 0.04 0.00
H 7.603334 -14.642432 16.335149 -0.10 0.46 -0.32 0.01
H 7.529483 -12.859430 15.962744 -0.12 -1.00 -0.56 0.00
H 5.293485 -11.896350 15.386741 0.19 0.45 -0.02 0.00
H 3.894722 -12.993312 15.457247 0.46 0.23 -0.60 0.00
C 13.833880 -12.698074 14.267528 1.26 -0.48 -0.11 0.00
C 13.702463 -12.020500 12.911948 -0.56 -0.06 0.84 0.01
C 14.726616 -12.022301 11.954009 -0.13 0.06 0.68 0.00
C 14.618366 -11.188074 10.870920 0.39 0.14 -1.30 0.00
C 13.480573 -10.443384 10.623753 0.26 1.66 -1.13 0.00
C 12.453708 -10.432044 11.540735 -0.03 -0.37 -0.23 0.01
C 12.538000 -11.276426 12.639234 -1.12 0.08 -0.11 0.04
Sb 10.575489 -11.713093 13.627783 1.26 0.54 1.32 0.11
C 8.921457 -10.369223 13.112498 1.69 -0.48 -0.85 0.03
C 8.343250 -9.705883 14.167065 0.22 0.20 2.26 0.00
C 7.670687 -8.509962 13.998062 -0.50 0.70 0.00 0.00
C 7.495718 -8.008195 12.695722 0.33 -0.62 0.04 0.00
C 7.953626 -8.777129 11.630200 0.43 -0.42 -0.94 0.00
C 8.703808 -9.969739 11.800373 -0.34 0.76 -0.72 0.00
C 9.303705 -10.659995 10.537638 -0.10 0.80 0.94 0.00
C 11.315479 -10.789212 15.530417 -1.45 0.67 -0.78 0.03
C 11.429390 -11.671168 16.587815 0.70 -1.15 0.52 0.01
C 11.583687 -11.207277 17.884272 -0.13 -0.10 1.21 0.00
C 11.556760 -9.838801 18.150634 0.26 -0.24 0.70 0.00
C 11.494174 -8.947830 17.108993 -0.32 -0.78 -1.54 0.00
C 11.361255 -9.387218 15.760030 0.98 -0.42 0.74 0.01
C 11.538520 -8.370081 14.650854 -0.69 0.59 0.35 0.00
H 14.825068 -13.169407 14.360281 -0.16 0.15 -0.20 0.00
H 13.135303 -13.506208 14.440366 -0.31 0.05 -0.14 0.00
H 13.777776 -12.010024 15.113539 -0.15 0.27 -0.30 0.00
H 15.598948 -12.681592 11.992845 -0.31 0.32 0.55 0.00
H 15.448707 -11.097808 10.166070 -0.27 -0.29 0.12 0.00
H 13.417589 -9.781877 9.709650 0.18 -0.79 1.15 0.00
H 11.606065 -9.773955 11.384629 -0.01 -0.21 0.06 0.00
H 8.560304 -10.057061 15.227103 -0.30 0.49 -1.37 0.00
H 7.351283 -7.927718 14.883608 0.10 -0.46 -0.68 0.00
H 7.066504 -7.032376 12.490568 -0.10 -0.18 0.20 0.00
H 7.846140 -8.447925 10.578251 -0.15 0.07 0.78 0.00
H 8.511440 -10.883908 9.810835 0.22 0.16 0.14 0.00
H 9.778937 -11.605375 10.824308 0.05 0.13 -0.16 0.00
H 10.074517 -9.987768 10.081596 -0.78 -0.72 0.18 0.00
H 11.534079 -12.777257 16.431618 -0.43 1.37 0.03 0.01
H 11.668239 -11.907857 18.738756 0.03 0.38 -0.74 0.00
H 11.658008 -9.424169 19.170497 -0.12 -0.55 -0.58 0.00
H 11.531921 -7.909809 17.340847 0.07 0.77 -0.11 0.00
H 11.510708 -7.349737 15.136064 0.23 -0.96 -0.82 0.00
H 10.692932 -8.426049 13.941200 0.41 0.12 0.11 0.00
H 12.482150 -8.533404 14.088498 -0.53 0.16 0.43 0.00
```
Positions in Å, forces in eV/Å.

Calculated total energy (eV): -94238.5430
<S²>: 6.04
Maximum force (eV Å⁻¹): 5.39
Multiplicity: 5
Gap between HOMO and LUMO (spin up / spin down) (eV): 4.79 / 3.78
Relative energy (zero: lowest compared OMol25 entry of this formula, charge and spin) (kcal/mol): 53.14
HOMO energy (spin up / spin down) (eV): -6.38 / -8.14
Total charge: 0

---

- What is the formula in the second record?
  C13H46N3O7